C12H18CaN2O2PS4 as an isolated structure, computed with wB97M-V/def2-TZVPD.

Structure (XYZ):
```
40
Properties=species:S:1:pos:R:3
Ca 0.7250 0.4383 -1.3290
C 2.6023 0.1410 4.5170
C 2.9724 0.4823 3.0900
O 1.9814 1.3065 2.4372
P 0.5925 0.7384 1.9070
S -0.1965 2.1020 0.7054
S 0.8251 -1.0498 1.0417
O -0.2339 0.6029 3.2624
C -1.6059 0.1512 3.2106
C -1.9689 -0.3895 4.5719
H 3.4458 -0.3616 4.9927
H 1.7396 -0.5216 4.5525
H 2.3703 1.0446 5.0800
H 3.1205 -0.4203 2.4946
H 3.8805 1.0817 3.0554
H -1.7010 -0.6177 2.4409
H -2.2279 1.0035 2.9338
H -1.3526 -1.2536 4.8191
H -3.0151 -0.6968 4.5759
H -1.8268 0.3727 5.3375
C 1.5065 -3.3852 -1.8029
C 0.7061 -2.6450 -2.8217
N 0.2408 -1.4373 -2.6852
C -0.4530 -0.9950 -3.8169
C -0.5056 -1.9563 -4.8304
S 0.3315 -3.3913 -4.3386
C -1.0312 0.3023 -3.8779
C -1.7318 0.8211 -4.9645
S -2.2609 2.4242 -4.6214
C -1.5393 2.3382 -3.0646
N -0.9511 1.2050 -2.8054
C -1.6392 3.4922 -2.1201
H 1.6005 -2.8133 -0.8816
H 2.5052 -3.6076 -2.1844
H 1.0321 -4.3380 -1.5623
H -0.9866 -1.8870 -5.7887
H -1.9469 0.3443 -5.9032
H -2.2267 4.2925 -2.5662
H -0.6562 3.8946 -1.8694
H -2.1210 3.1874 -1.1911
```

Summary:
E, Ha: -3339.92761
Multiplicity: 2
ΔE to the lowest compared entry with this formula, charge and spin, eV: 0.172
LUMO (alpha / beta), eV: -0.55 / -0.63
⟨S²⟩: 0.7794
Frontier orbital gap (alpha / beta), eV: 3.4 / 6.5
Charge: 0
Maximum force, eV/Å: 0.593

---

One molecule with the formula C6H4F2, computed with wB97M-V/def2-TZVPD.

Structure (XYZ):
```
12
Properties=species:S:1:pos:R:3
C 0.6912 -0.0310 1.1774
C -0.6566 -0.3908 1.1815
C -1.3523 -0.3516 -0.0178
C -0.6816 0.0299 -1.1825
C 0.6510 0.3665 -1.1691
C 1.3579 0.3367 0.0283
H -1.1381 -0.6765 2.1017
H -2.4272 -0.5897 -0.0743
H 1.1305 0.6910 -2.1025
H 2.4222 0.6223 0.0440
F 1.3695 -0.0700 2.3492
F -1.3664 0.0633 -2.3358
```

Summary:
E, Ha: -430.76266
Multiplicity: 1
ΔE to the lowest compared entry with this formula, charge and spin, eV: 0.001
LUMO, eV: 1.06
Frontier orbital gap, eV: 10.3
SMILES string: Fc1ccc(F)cc1
Charge: 0
Maximum force, eV/Å: 0.923

---

One molecule with the formula C3H5IN2O4S in a non-equilibrium geometry, computed with wB97M-V/def2-TZVPD.

Structure (XYZ):
```
16
Properties=species:S:1:pos:R:3
C -0.7256 -1.3666 1.4952
C -0.2888 0.6566 0.3566
C -1.4270 0.6942 -0.6925
N 0.1439 -0.7095 0.6426
N -1.5808 1.6082 -1.5064
O 0.0514 -0.9764 -1.8596
O -0.6404 -2.6694 1.5066
O 2.1788 -0.5636 -0.8029
O 1.1581 -2.8233 -0.5281
S 0.8168 -1.4031 -0.6941
I -2.9815 -0.7759 -0.2906
H 0.5310 1.2320 0.1094
H -0.7480 0.9067 1.2645
H -2.3120 1.8243 -2.2282
H 2.0797 0.0158 -1.5905
H 0.0388 -2.9767 0.8882
```

Summary:
E, Ha: -1223.55275
Multiplicity: 1
ΔE to the lowest compared entry with this formula, charge and spin, eV: 1.073
LUMO, eV: 0.20
Frontier orbital gap, eV: 8.9
Charge: 0
Maximum force, eV/Å: 3.387